Formula: C3H7N3O2
Source: the Open Molecules 2025 dataset
Level of theory: ωB97M-V with the def2-TZVPD basis set

The geometry in XYZ format:
```
15
Properties=species:S:1:pos:R:3:forces:R:3:lowdin_charge:R:1
C 0.878 -0.345 -1.174 -1.18 1.65 1.40 -0.39
C 0.814 0.938 -0.247 0.24 -1.05 -0.42 -0.13
C -2.139 0.783 1.487 -0.94 0.60 0.96 -0.01
H 0.190 -0.991 1.317 0.82 -0.85 -0.64 0.07
H 0.890 -2.338 -0.909 -1.21 1.03 0.15 0.15
H 1.134 -1.028 -2.958 -0.11 -0.11 0.18 0.05
H 1.326 0.720 0.711 -0.20 0.40 -0.65 0.11
H 1.263 1.756 -0.777 0.31 0.22 -0.27 0.11
H -2.935 1.445 0.948 1.69 -1.31 0.91 0.12
H -2.326 0.304 2.497 -0.36 0.53 -1.51 0.09
N 0.373 -1.503 -0.520 1.91 -1.33 -0.99 -0.02
N 1.137 -0.179 -2.392 0.41 -0.09 -0.39 0.14
N -0.921 0.636 1.173 -0.62 0.74 -0.77 -0.07
O 0.851 -1.560 0.818 -1.02 0.79 1.23 -0.12
O -0.534 1.361 0.026 0.28 -1.21 0.78 -0.12
```
Positions in Å, forces in eV/Å.

## Properties
**Total charge**: 0
**LUMO**: 1.0 eV
**SMILES string**: [H]/N=C(/CON=C)NO
**Kohn-Sham gap**: 10.4 eV


Formula: C5H8O2
Source: the Open Molecules 2025 dataset
Level of theory: ωB97M-V with the def2-TZVPD basis set

The geometry in XYZ format:
```
15
Properties=species:S:1:pos:R:3:forces:R:3:lowdin_charge:R:1
O -1.852 2.269 -0.528 0.11 0.31 0.06 0.01
C -1.031 1.214 -0.305 0.20 -0.28 0.09 -0.20
C 0.343 -2.032 -0.888 0.03 0.03 0.06 0.06
C 0.321 -1.264 0.199 0.11 -0.01 -0.30 -0.45
O -0.466 -1.612 1.261 -0.04 0.13 0.15 0.03
C 1.079 0.031 0.347 0.05 -0.06 -0.02 -0.16
C 0.191 1.250 0.225 -0.18 0.08 -0.14 -0.10
H -1.371 3.084 -0.328 -0.14 -0.05 0.00 0.10
H -1.502 0.288 -0.623 0.09 0.05 0.04 0.13
H -0.259 -2.934 -0.955 0.11 0.17 0.06 0.07
H 0.961 -1.755 -1.734 -0.04 -0.05 0.15 0.06
H -0.514 -0.862 1.867 -0.03 -0.11 -0.04 0.10
H 1.596 0.043 1.319 -0.13 -0.05 -0.14 0.12
H 1.869 0.067 -0.410 -0.09 -0.02 0.04 0.12
H 0.616 2.208 0.527 -0.06 -0.13 -0.03 0.11
```
Positions in Å, forces in eV/Å.

## Properties
**Total charge**: 0
**LUMO**: 0.8 eV
**SMILES string**: C=C(O)C/C=C/O
**Kohn-Sham gap**: 9.6 eV


Formula: C3H11NO3S
Source: the Open Molecules 2025 dataset
Level of theory: ωB97M-V with the def2-TZVPD basis set

The geometry in XYZ format:
```
19
Properties=species:S:1:pos:R:3:forces:R:3:lowdin_charge:R:1
O -1.866 -0.882 2.080 0.25 0.06 0.51 0.08
C -1.329 -1.223 1.068 -0.54 0.19 -1.48 -0.24
C -0.670 -0.257 0.074 0.38 0.90 -0.41 -0.44
C -1.789 0.125 -0.928 0.62 -0.46 -0.03 -0.53
S -1.282 1.232 -2.263 -0.12 -0.02 -0.47 0.72
N 0.498 -0.805 -0.575 0.34 -1.26 -0.03 0.02
H -1.530 -2.229 0.621 0.45 -0.05 0.37 0.14
H -0.355 0.655 0.586 -0.14 -0.12 0.28 0.14
H -1.939 -0.772 -1.547 -0.52 0.03 0.34 0.07
H -2.695 0.400 -0.396 -0.16 0.20 -0.22 0.08
H -0.815 2.325 -1.661 -0.07 0.04 0.53 -0.15
H 0.265 -1.482 -1.294 -0.34 -0.29 0.22 0.08
H 1.116 -0.194 -1.087 -0.14 0.77 0.48 0.06
H 3.570 -1.588 -1.571 -0.31 -1.54 -0.78 0.00
H 3.327 -1.292 -0.026 -0.09 -0.39 -0.68 0.04
O 3.636 -0.967 -0.882 0.40 1.96 1.37 -0.05
H 2.019 1.553 2.761 -0.18 -0.11 -0.17 0.02
H 2.422 0.462 3.760 -0.25 -0.84 0.11 0.02
O 2.563 1.366 3.525 0.43 0.94 0.07 -0.04
```
Positions in Å, forces in eV/Å.

## Properties
**Total charge**: 0
**LUMO**: 0.5 eV
**SMILES string**: N[C@H](C=O)CS.O.O
**Kohn-Sham gap**: 10.0 eV


What are the max |F| values for these records? In order: 0.049; 0.007; 0.047 hartree/bohr.
What are the ΔE to the lowest compared entry with this formula, charge and spin values for these records? In order: 137.1; 34.4; 39.6 kcal per mole.